Model P:
{"formula": "C18H36O18", "method": "the ωB97M-V functional and the def2-TZVPD basis", "symbols": ["C", "O", "C", "O", "O", "C", "H", "H", "H", "H", "H", "H", "C", "O", "C", "O", "O", "C", "H", "H", "H", "H", "H", "H", "C", "O", "C", "O", "O", "C", "H", "H", "H", "H", "H", "H", "C", "O", "C", "O", "O", "C", "H", "H", "H", "H", "H", "H", "C", "O", "C", "O", "O", "C", "H", "H", "H", "H", "H", "H", "C", "O", "C", "O", "O", "C", "H", "H", "H", "H", "H", "H"], "positions_angstrom": [[-22.74, -7.76, 4.97], [-22.21, -7.36, 3.73], [-21.47, -8.22, 3.04], [-20.86, -9.23, 3.50], [-21.44, -7.79, 1.78], [-20.76, -8.46, 0.74], [-23.79, -7.47, 5.07], [-22.38, -7.13, 5.78], [-22.60, -8.80, 5.27], [-21.24, -8.44, -0.24], [-20.20, -9.37, 0.96], [-19.91, -7.82, 0.51], [-18.96, -6.61, -4.19], [-17.92, -7.54, -3.99], [-17.50, -7.80, -2.76], [-17.86, -7.36, -1.63], [-16.44, -8.57, -2.97], [-15.57, -8.98, -1.90], [-19.35, -6.76, -5.19], [-18.77, -5.54, -4.07], [-19.81, -6.78, -3.53], [-15.09, -9.94, -2.05], [-16.28, -9.17, -1.09], [-14.97, -8.10, -1.66], [-22.68, -11.07, -0.98], [-21.68, -10.56, -1.76], [-20.48, -10.26, -1.17], [-20.34, -10.17, 0.06], [-19.54, -10.02, -2.08], [-18.26, -9.77, -1.52], [-23.09, -10.33, -0.29], [-22.52, -11.87, -0.25], [-23.50, -11.41, -1.62], [-18.12, -10.60, -0.84], [-18.27, -8.91, -0.85], [-17.48, -9.61, -2.27], [-22.96, -9.35, -5.36], [-21.79, -10.05, -4.98], [-20.63, -9.50, -4.77], [-20.32, -8.29, -4.73], [-19.75, -10.55, -4.68], [-18.37, -10.29, -4.49], [-23.93, -9.73, -5.03], [-23.12, -9.23, -6.43], [-23.06, -8.31, -5.05], [-17.93, -9.74, -5.33], [-17.74, -11.18, -4.40], [-18.21, -9.67, -3.61], [-24.50, -8.84, -1.67], [-24.13, -10.00, -2.43], [-25.13, -10.89, -2.87], [-26.31, -10.83, -2.46], [-24.64, -11.81, -3.65], [-23.24, -12.06, -3.81], [-23.66, -8.17, -1.50], [-24.84, -9.29, -0.74], [-25.33, -8.24, -2.06], [-22.94, -12.69, -4.65], [-23.00, -12.50, -2.84], [-22.67, -11.14, -3.87], [-20.37, -15.68, 3.16], [-20.67, -14.81, 2.05], [-20.26, -13.55, 2.09], [-19.80, -12.96, 3.08], [-20.60, -12.99, 0.91], [-20.27, -11.61, 0.75], [-19.74, -16.54, 2.94], [-21.24, -16.04, 3.71], [-19.83, -15.11, 3.91], [-19.89, -11.19, 1.68], [-21.11, -10.95, 0.50], [-19.50, -11.53, -0.01]], "e_lumo_ev": 0.44, "homo_lumo_gap_ev": 8.443, "homo_ev": -8.001}



Model Q:
{"formula": "C18H36O18", "method": "the ωB97M-V functional and the def2-TZVPD basis", "symbols": ["C", "O", "C", "O", "O", "C", "H", "H", "H", "H", "H", "H", "C", "O", "C", "O", "O", "C", "H", "H", "H", "H", "H", "H", "C", "O", "C", "O", "O", "C", "H", "H", "H", "H", "H", "H", "C", "O", "C", "O", "O", "C", "H", "H", "H", "H", "H", "H", "C", "O", "C", "O", "O", "C", "H", "H", "H", "H", "H", "H", "C", "O", "C", "O", "O", "C", "H", "H", "H", "H", "H", "H"], "positions_angstrom": [[-2.02, -9.43, -2.44], [-2.67, -8.33, -1.79], [-2.14, -7.56, -0.83], [-0.94, -7.61, -0.51], [-3.11, -6.83, -0.22], [-2.71, -5.86, 0.74], [-2.75, -10.07, -2.93], [-1.46, -9.98, -1.68], [-1.27, -9.12, -3.17], [-2.60, -4.87, 0.29], [-1.74, -6.05, 1.18], [-3.55, -5.61, 1.39], [-3.30, -18.12, 8.41], [-2.10, -18.77, 8.72], [-2.19, -19.82, 9.60], [-3.21, -20.19, 10.17], [-0.95, -20.24, 9.84], [-0.74, -21.40, 10.62], [-3.17, -17.15, 7.92], [-3.91, -18.10, 9.31], [-3.98, -18.74, 7.83], [0.26, -21.79, 10.40], [-1.42, -22.25, 10.67], [-0.65, -21.07, 11.65], [-2.55, -3.56, 11.19], [-3.17, -4.70, 10.62], [-4.50, -4.93, 10.83], [-5.21, -4.20, 11.54], [-4.98, -6.06, 10.25], [-4.09, -6.88, 9.48], [-3.16, -2.68, 11.01], [-1.55, -3.29, 10.86], [-2.37, -3.86, 12.22], [-3.13, -7.16, 9.90], [-4.04, -6.40, 8.51], [-4.71, -7.78, 9.45], [4.71, -8.44, 2.75], [5.46, -7.78, 1.81], [6.27, -6.77, 2.27], [6.42, -6.36, 3.39], [7.11, -6.54, 1.28], [8.36, -5.82, 1.51], [4.50, -9.46, 2.42], [3.73, -7.96, 2.76], [5.16, -8.50, 3.74], [8.16, -5.11, 2.32], [8.73, -5.31, 0.62], [9.09, -6.46, 2.00], [1.70, -13.73, 12.11], [2.71, -14.42, 11.50], [2.39, -15.36, 10.64], [1.30, -15.90, 10.44], [3.53, -15.77, 10.07], [3.46, -17.03, 9.36], [0.87, -13.58, 11.41], [2.05, -12.73, 12.36], [1.39, -14.22, 13.03], [4.08, -17.74, 9.90], [3.92, -16.87, 8.38], [2.46, -17.44, 9.24], [-1.01, -11.18, 2.94], [-1.77, -11.11, 4.06], [-1.21, -11.24, 5.22], [-0.02, -11.00, 5.46], [-2.09, -11.75, 6.04], [-1.70, -12.28, 7.31], [-0.13, -10.53, 2.86], [-1.66, -10.98, 2.09], [-0.67, -12.22, 2.93], [-2.49, -13.03, 7.34], [-1.92, -11.55, 8.08], [-0.67, -12.65, 7.23]], "smiles": "COC(=O)OC.COC(=O)OC.COC(=O)OC.COC(=O)OC.COC(=O)OC.COC(=O)OC", "e_lumo_ev": 0.34, "homo_lumo_gap_ev": 10.997, "homo_ev": -10.660}



Model R:
{"formula": "C18H36O18", "method": "the ωB97M-V functional and the def2-TZVPD basis", "symbols": ["C", "O", "C", "O", "O", "C", "H", "H", "H", "H", "H", "H", "C", "O", "C", "O", "O", "C", "H", "H", "H", "H", "H", "H", "C", "O", "C", "O", "O", "C", "H", "H", "H", "H", "H", "H", "C", "O", "C", "O", "O", "C", "H", "H", "H", "H", "H", "H", "C", "O", "C", "O", "O", "C", "H", "H", "H", "H", "H", "H", "C", "O", "C", "O", "O", "C", "H", "H", "H", "H", "H", "H"], "positions_angstrom": [[25.05, -10.98, 12.02], [24.82, -10.07, 13.07], [25.88, -9.54, 13.65], [27.01, -9.93, 13.49], [25.52, -8.53, 14.42], [26.52, -8.01, 15.28], [25.91, -10.70, 11.41], [24.14, -11.03, 11.44], [25.31, -11.98, 12.38], [26.63, -8.48, 16.26], [26.26, -6.97, 15.42], [27.54, -8.04, 14.88], [34.91, -10.43, 11.35], [34.23, -9.98, 12.52], [34.46, -10.63, 13.66], [34.97, -11.72, 13.78], [34.03, -9.90, 14.66], [33.65, -10.54, 15.87], [34.48, -11.39, 11.03], [35.99, -10.42, 11.45], [34.63, -9.73, 10.56], [33.07, -9.81, 16.42], [34.54, -10.94, 16.36], [32.95, -11.36, 15.70], [31.12, -6.31, 16.47], [31.45, -6.99, 15.26], [30.78, -8.12, 15.03], [29.94, -8.60, 15.75], [31.11, -8.60, 13.86], [30.56, -9.87, 13.48], [31.90, -5.57, 16.60], [31.17, -6.95, 17.35], [30.15, -5.83, 16.39], [30.78, -10.64, 14.21], [31.02, -10.14, 12.53], [29.49, -9.74, 13.38], [28.99, -15.02, 11.88], [29.28, -13.82, 12.59], [28.56, -13.60, 13.69], [27.86, -14.40, 14.24], [28.82, -12.37, 14.10], [28.27, -11.97, 15.35], [29.40, -15.89, 12.40], [29.59, -14.96, 10.97], [27.96, -15.15, 11.58], [27.20, -11.81, 15.23], [28.74, -11.04, 15.63], [28.34, -12.75, 16.10], [33.77, -3.87, 14.78], [33.30, -2.57, 14.42], [34.17, -1.59, 14.40], [35.35, -1.61, 14.63], [33.52, -0.48, 14.06], [34.18, 0.75, 14.04], [33.63, -4.01, 15.85], [34.81, -4.06, 14.54], [33.14, -4.62, 14.30], [33.44, 1.52, 13.87], [34.97, 0.80, 13.28], [34.70, 0.97, 14.98], [32.01, -2.02, 20.64], [33.08, -2.02, 19.71], [33.12, -2.95, 18.78], [32.33, -3.85, 18.67], [34.19, -2.87, 18.01], [35.15, -1.83, 18.09], [31.04, -1.74, 20.23], [32.25, -1.38, 21.48], [31.86, -3.04, 20.99], [36.15, -2.19, 17.89], [35.19, -1.42, 19.10], [34.91, -1.05, 17.36]], "smiles": "COC(=O)OC.COC(=O)OC.COC(=O)OC.COC(=O)OC.COC(=O)OC.COC(=O)OC", "e_lumo_ev": 0.62, "homo_lumo_gap_ev": 11.181, "homo_ev": -10.556}



The energy of each structure relative to the most stable one, in kcal/mol, is as follows: model P 445.5; model Q 67.5; model R 0.0.